Entry 1:
ORCA calculation (ωB97M-V/def2-TZVPD) on a 16-piece molecular cluster, C48H128O48S16 overall at a distorted geometry.

Each line ends with the Löwdin charge.
Element x y z (Å)
O: -31.256 11.779 13.991  -0.300
S: -31.101 12.897 13.008  0.695
O: -32.211 13.269 12.140  -0.300
O: -30.573 14.235 13.816  -0.270
C: -30.220 15.381 13.066  -0.301
C: -30.717 16.633 13.738  -0.035
C: -29.559 12.500 12.079  -0.080
H: -30.534 15.332 12.023  0.096
H: -29.147 15.508 12.920  0.106
H: -31.804 16.690 13.786  0.082
H: -30.326 17.494 13.195  0.070
H: -30.356 16.716 14.763  0.070
H: -28.738 12.868 12.696  0.047
H: -29.617 12.978 11.101  0.051
H: -29.575 11.415 11.982  0.044
O: -29.754 22.302 8.794  -0.271
S: -30.125 20.909 8.639  0.701
O: -29.111 19.831 8.756  -0.329
O: -31.327 20.548 9.763  -0.286
C: -31.919 19.297 9.742  -0.323
C: -32.745 19.358 10.950  -0.077
C: -31.078 20.667 7.099  -0.093
H: -31.254 18.447 9.894  0.129
H: -32.613 19.165 8.911  0.125
H: -33.391 20.226 11.080  0.104
H: -32.298 19.235 11.936  0.059
H: -33.396 18.501 10.775  0.078
H: -32.077 21.036 7.332  0.074
H: -31.118 19.594 6.908  0.061
H: -30.560 21.249 6.337  0.073
O: -25.540 21.106 12.069  -0.298
S: -24.735 21.271 13.271  0.648
O: -24.844 22.446 14.096  -0.284
O: -25.015 20.033 14.291  -0.256
C: -25.127 18.762 13.757  -0.303
C: -24.917 17.725 14.877  -0.049
C: -22.948 20.967 12.754  -0.080
H: -24.437 18.523 12.948  0.116
H: -26.155 18.566 13.451  0.109
H: -23.897 17.710 15.261  0.083
H: -25.235 16.733 14.556  0.076
H: -25.550 17.920 15.742  0.057
H: -22.518 21.797 12.195  0.069
H: -22.881 20.032 12.198  0.055
H: -22.410 20.858 13.696  0.064
O: -31.122 20.215 13.734  -0.302
S: -30.453 21.172 12.886  0.688
O: -31.307 22.050 12.090  -0.273
O: -29.520 22.159 13.894  -0.276
C: -28.778 23.140 13.330  -0.338
C: -28.645 24.076 14.526  -0.059
C: -29.070 20.475 11.952  -0.097
H: -29.232 23.797 12.589  0.130
H: -27.760 22.896 13.023  0.112
H: -28.474 25.095 14.179  0.080
H: -27.840 23.884 15.235  0.063
H: -29.554 24.076 15.128  0.090
H: -29.291 19.677 11.244  0.040
H: -28.386 20.057 12.691  0.066
H: -28.607 21.317 11.438  0.072
O: -23.813 8.884 10.000  -0.343
S: -22.416 9.389 10.222  0.679
O: -21.609 10.005 9.173  -0.301
O: -22.482 10.399 11.468  -0.289
C: -23.777 10.564 12.160  -0.215
C: -23.665 11.845 13.042  -0.049
C: -21.360 8.054 10.946  -0.094
H: -24.095 9.669 12.694  0.115
H: -24.460 10.789 11.341  0.079
H: -22.939 11.642 13.830  0.083
H: -24.696 12.143 13.234  0.051
H: -23.246 12.667 12.462  0.073
H: -21.079 8.302 11.969  0.060
H: -20.382 8.137 10.471  0.061
H: -21.902 7.110 10.892  0.066
O: -34.878 5.931 19.335  -0.325
S: -33.880 6.455 18.342  0.748
O: -33.732 5.798 17.024  -0.304
O: -34.060 8.131 18.147  -0.282
C: -34.462 8.541 16.894  -0.334
C: -34.972 9.978 16.884  -0.050
C: -32.213 6.648 19.194  -0.085
H: -35.271 7.878 16.588  0.118
H: -33.648 8.310 16.208  0.113
H: -35.381 10.268 17.852  0.084
H: -35.660 10.117 16.050  0.081
H: -34.125 10.653 16.759  0.055
H: -31.656 7.292 18.514  0.042
H: -31.837 5.626 19.234  0.064
H: -32.274 7.169 20.150  0.068
O: -37.251 15.408 11.670  -0.282
S: -35.826 15.523 11.971  0.727
O: -35.364 16.859 12.368  -0.312
O: -35.459 14.417 13.275  -0.235
C: -34.491 14.666 14.233  -0.380
C: -34.578 13.845 15.412  -0.061
C: -34.804 14.815 10.671  -0.108
H: -34.496 15.735 14.442  0.106
H: -33.474 14.618 13.843  0.090
H: -33.768 13.828 16.142  0.090
H: -34.584 12.824 15.030  0.063
H: -35.536 13.985 15.913  0.096
H: -35.070 13.875 10.188  0.047
H: -33.746 14.705 10.908  0.052
H: -34.834 15.618 9.935  0.068
O: -34.703 8.620 6.746  -0.311
S: -34.486 9.856 5.962  0.718
O: -35.656 10.552 5.478  -0.293
O: -33.569 10.972 6.867  -0.295
C: -33.492 10.965 8.286  -0.251
C: -34.861 11.474 8.806  -0.068
C: -33.287 9.533 4.509  -0.075
H: -32.649 11.599 8.560  0.102
H: -33.365 9.975 8.724  0.088
H: -34.807 11.692 9.872  0.050
H: -35.731 10.847 8.612  0.085
H: -35.205 12.437 8.429  0.074
H: -32.358 10.101 4.477  0.050
H: -33.776 9.799 3.571  0.059
H: -33.027 8.478 4.595  0.058
O: -33.765 6.067 12.005  -0.287
S: -34.424 7.355 11.863  0.692
O: -35.656 7.656 12.668  -0.319
O: -33.273 8.507 12.084  -0.258
C: -33.481 9.941 12.027  -0.256
C: -34.297 10.452 13.160  -0.086
C: -34.658 7.661 10.082  -0.119
H: -33.955 10.412 11.165  0.087
H: -32.538 10.485 12.075  0.095
H: -33.901 10.172 14.137  0.077
H: -35.348 10.193 13.037  0.080
H: -34.459 11.528 13.108  0.068
H: -33.771 7.632 9.449  0.057
H: -35.156 8.626 9.981  0.049
H: -35.429 7.042 9.623  0.075
O: -25.973 9.787 14.719  -0.315
S: -26.928 10.799 15.157  0.698
O: -27.272 11.924 14.278  -0.314
O: -28.346 10.051 15.771  -0.285
C: -28.399 8.643 16.019  -0.248
C: -29.851 8.139 15.738  -0.041
C: -26.314 11.491 16.746  -0.079
H: -28.230 8.578 17.093  0.108
H: -27.673 8.096 15.417  0.110
H: -30.202 8.397 14.740  0.072
H: -30.632 8.577 16.360  0.059
H: -29.868 7.077 15.983  0.081
H: -26.483 10.780 17.554  0.072
H: -26.814 12.456 16.836  0.036
H: -25.243 11.645 16.614  0.069
O: -29.278 15.715 10.026  -0.296
S: -28.049 16.408 10.310  0.654
O: -28.009 17.445 11.342  -0.278
O: -26.993 15.221 10.732  -0.277
C: -27.064 14.036 10.009  -0.272
C: -26.073 13.162 10.848  -0.032
C: -27.311 16.875 8.737  -0.083
H: -26.572 14.371 9.096  0.111
H: -28.067 13.683 9.770  0.097
H: -26.477 12.990 11.846  0.059
H: -25.076 13.572 11.011  0.082
H: -25.924 12.206 10.346  0.070
H: -26.239 17.072 8.700  0.097
H: -27.931 17.675 8.332  0.058
H: -27.655 16.045 8.120  0.035
O: -28.903 10.609 18.897  -0.287
S: -29.423 11.960 18.825  0.696
O: -29.052 12.958 19.832  -0.303
O: -29.126 12.617 17.317  -0.275
C: -29.375 13.959 16.984  -0.300
C: -28.295 14.906 17.344  -0.072
C: -31.312 11.897 18.877  -0.074
H: -30.296 14.406 17.361  0.131
H: -29.444 14.109 15.906  0.106
H: -28.524 15.932 17.053  0.064
H: -27.301 14.685 16.955  0.082
H: -28.344 15.027 18.427  0.079
H: -31.740 12.825 19.256  0.064
H: -31.553 11.097 19.577  0.060
H: -31.709 11.688 17.883  0.055
O: -30.155 16.629 6.022  -0.322
S: -29.276 15.914 5.073  0.646
O: -27.893 16.237 4.961  -0.274
O: -29.393 14.296 5.335  -0.262
C: -29.359 13.812 6.724  -0.237
C: -30.761 13.518 7.186  -0.063
C: -30.025 16.049 3.385  -0.096
H: -29.034 14.597 7.408  0.075
H: -28.652 13.012 6.945  0.121
H: -31.294 12.698 6.706  0.068
H: -31.400 14.367 6.940  0.083
H: -30.718 13.377 8.266  0.078
H: -30.138 17.098 3.113  0.070
H: -31.054 15.734 3.209  0.071
H: -29.297 15.485 2.801  0.064
O: -26.533 21.052 19.651  -0.323
S: -26.458 20.718 18.183  0.718
O: -25.484 19.746 17.676  -0.321
O: -28.005 20.591 17.596  -0.250
C: -28.129 20.278 16.229  -0.251
C: -29.212 19.163 16.181  -0.041
C: -25.853 22.257 17.408  -0.100
H: -27.194 19.792 15.949  0.088
H: -28.388 21.153 15.634  0.109
H: -29.034 18.153 16.550  0.057
H: -29.475 18.889 15.160  0.039
H: -30.118 19.517 16.673  0.084
H: -26.320 22.985 18.072  0.066
H: -26.230 22.278 16.386  0.032
H: -24.763 22.237 17.433  0.076
O: -34.565 20.441 18.082  -0.311
S: -34.938 19.478 17.032  0.630
O: -35.646 18.289 17.395  -0.291
O: -35.897 20.370 16.068  -0.290
C: -37.037 21.057 16.646  -0.247
C: -38.254 21.043 15.726  -0.069
C: -33.587 19.023 15.862  -0.083
H: -36.656 22.053 16.871  0.120
H: -37.265 20.632 17.624  0.112
H: -38.857 20.173 15.464  0.077
H: -37.973 21.350 14.719  0.072
H: -38.965 21.809 16.035  0.074
H: -34.078 18.584 14.994  0.066
H: -32.971 18.502 16.595  0.069
H: -33.174 19.955 15.475  0.056
O: -31.142 8.230 9.312  -0.307
S: -30.091 9.273 9.057  0.716
O: -30.408 10.577 9.620  -0.316
O: -28.647 8.631 9.622  -0.270
C: -27.781 9.393 10.489  -0.266
C: -28.107 8.952 11.845  -0.070
C: -29.568 9.317 7.238  -0.071
H: -28.063 10.438 10.370  0.091
H: -26.740 9.220 10.214  0.125
H: -29.111 9.153 12.218  0.089
H: -27.468 9.475 12.556  0.060
H: -27.805 7.911 11.960  0.102
H: -30.402 9.787 6.716  0.046
H: -29.410 8.318 6.833  0.070
H: -28.630 9.861 7.125  0.063

The value obtained for the LUMO energy is -0.433 eV. As for the energy relative to the best compared isomer or geometry (same formula, charge and spin): 229.88 kcal/mol. As for the multiplicity: 1. For the HOMO-LUMO gap, the calculation gives 0.360 hartree.

=====

Entry 2:
ORCA calculation (ωB97M-V/def2-TZVPD) on one molecule with the formula C5H6O.

Each line ends with the Löwdin charge.
Element x y z (Å)
C: -0.959 0.448 0.068  -0.126
C: 0.240 1.332 0.002  -0.017
C: 1.373 0.646 -0.296  -0.123
C: 1.146 -0.767 -0.457  0.097
O: -0.417 -1.770 0.903  -0.051
C: -0.345 -0.928 -0.240  -0.444
H: -1.417 0.463 1.063  0.128
H: -1.728 0.769 -0.647  0.121
H: 0.189 2.404 0.190  0.113
H: 2.358 1.100 -0.335  0.086
H: 0.397 -2.299 0.854  0.077
H: -0.837 -1.398 -1.104  0.141

The value obtained for the LUMO energy is -0.811 eV. As for the energy relative to the best compared isomer or geometry (same formula, charge and spin): 82.53 kcal/mol. As for the multiplicity: 1. For the HOMO-LUMO gap, the calculation gives 0.286 hartree.

=====

Entry 3:
ORCA calculation (ωB97M-V/def2-TZVPD) on C4H6O as an isolated structure.

Each line ends with the Löwdin charge.
Element x y z (Å)
C: -1.248 -0.440 0.141  -0.043
C: 0.527 0.561 0.999  0.138
C: 1.480 -0.035 -0.017  -0.227
O: 0.696 0.335 -1.165  -0.106
C: -0.301 0.741 -0.219  -0.429
H: -2.162 -0.056 0.595  0.090
H: -1.441 -0.994 -0.779  0.099
H: -0.800 -1.136 0.865  0.079
H: 1.674 -1.113 0.043  0.125
H: 2.436 0.501 0.042  0.126
H: -0.862 1.636 -0.505  0.147

The value obtained for the LUMO energy is 0.166 eV. As for the energy relative to the best compared isomer or geometry (same formula, charge and spin): 93.83 kcal/mol. As for the multiplicity: 1. For the HOMO-LUMO gap, the calculation gives 0.339 hartree.

=====

Number 1 is which compound? C48H128O48S16